{"formula": "C47H134F3N22O19S", "method": "wB97M-V/def2-TZVPD", "symbols": ["C", "F", "F", "F", "S", "O", "O", "O", "C", "O", "N", "N", "H", "H", "H", "H", "C", "O", "N", "N", "H", "H", "H", "H", "C", "O", "N", "N", "H", "H", "H", "H", "C", "O", "N", "N", "H", "H", "H", "H", "C", "O", "N", "N", "H", "H", "H", "H", "C", "O", "N", "N", "H", "H", "H", "H", "C", "C", "C", "O", "C", "N", "H", "H", "H", "H", "H", "H", "H", "H", "H", "H", "H", "C", "C", "C", "O", "C", "N", "H", "H", "H", "H", "H", "H", "H", "H", "H", "H", "H", "C", "C", "C", "O", "C", "N", "H", "H", "H", "H", "H", "H", "H", "H", "H", "H", "H", "C", "C", "C", "O", "C", "N", "H", "H", "H", "H", "H", "H", "H", "H", "H", "H", "H", "C", "C", "C", "O", "C", "N", "H", "H", "H", "H", "H", "H", "H", "H", "H", "H", "H", "C", "C", "C", "O", "C", "N", "H", "H", "H", "H", "H", "H", "H", "H", "H", "H", "H", "C", "C", "C", "O", "C", "N", "H", "H", "H", "H", "H", "H", "H", "H", "H", "H", "H", "C", "C", "C", "O", "C", "N", "H", "H", "H", "H", "H", "H", "H", "H", "H", "H", "H", "C", "C", "C", "O", "C", "N", "H", "H", "H", "H", "H", "H", "H", "H", "H", "H", "H", "C", "C", "C", "O", "C", "N", "H", "H", "H", "H", "H", "H", "H", "H", "H", "H", "H"], "coordinates": [[-0.65863, -1.05135, -1.00891], [0.34420, -1.64091, -1.69279], [-1.41317, -0.47986, -1.86417], [-1.35057, -1.96171, -0.33452], [0.26187, 0.14181, 0.27731], [-0.79470, 0.94893, 0.90735], [1.00565, -0.74326, 1.20853], [1.15619, 0.92174, -0.50637], [3.77149, -1.74542, 3.07212], [4.79692, -2.12098, 3.66130], [3.04860, -0.70824, 3.39025], [3.18635, -2.29189, 2.05114], [2.37349, -0.42908, 2.69283], [3.00624, -0.34861, 4.33310], [3.55308, -3.16659, 1.70401], [2.30651, -1.92913, 1.71291], [-0.77404, -4.68740, -2.73936], [0.31059, -4.42816, -2.35709], [-1.27801, -5.87745, -2.59327], [-1.54638, -3.77569, -3.25966], [-2.22920, -6.01015, -2.90589], [-0.64871, -6.59029, -2.25276], [-2.43922, -3.98883, -3.68098], [-1.17076, -2.85178, -3.10028], [-1.48990, 4.19885, 0.10296], [-1.96408, 5.27064, -0.12294], [-2.11809, 3.04812, -0.18761], [-0.23774, 3.92573, 0.31186], [-3.08675, 2.98582, -0.46676], [-1.65171, 2.25221, 0.22363], [0.45964, 4.65612, 0.29476], [0.04443, 2.96945, 0.47315], [2.29521, 3.22270, -4.02637], [3.21221, 2.45798, -4.18628], [1.49353, 3.18941, -2.98027], [1.92429, 4.14185, -4.87976], [1.58084, 2.52986, -2.22035], [0.62032, 3.68400, -3.09416], [1.01863, 4.56479, -4.73482], [2.21994, 3.96818, -5.82977], [3.36960, -4.16949, -0.78313], [3.16194, -5.37863, -0.76998], [2.60948, -3.36006, -1.44049], [4.46068, -3.60204, -0.33975], [1.73111, -3.59674, -1.87930], [2.77641, -2.40330, -1.16329], [4.75082, -2.66426, -0.57740], [5.10848, -4.24368, 0.09472], [4.35098, -0.13310, -0.91008], [5.09216, -1.04640, -1.01103], [3.85072, 0.27372, 0.23317], [3.97251, 0.65731, -1.88679], [2.94699, 0.71030, 0.12021], [4.17187, -0.17336, 1.07997], [3.21339, 1.32201, -1.84178], [4.48511, 0.45196, -2.73246], [0.07260, 2.58654, 3.44096], [0.52571, 2.80119, 4.90975], [0.09218, 4.20485, 5.51933], [-1.30230, 4.15859, 5.57265], [-1.99260, 5.42232, 5.61045], [0.09234, 1.70986, 5.79545], [0.31288, 3.56539, 3.02599], [-0.97838, 2.33768, 3.58804], [0.64729, 1.78321, 2.97999], [1.61217, 2.88726, 4.89306], [0.21179, 4.99582, 4.77894], [0.55975, 4.52514, 6.45040], [-1.90347, 5.75576, 6.64436], [-3.04307, 5.21999, 5.40149], [-1.57980, 6.15256, 4.91442], [0.87416, 1.44931, 6.37937], [-0.19876, 0.95203, 5.19456], [-3.93546, -3.67036, -0.20994], [-5.43528, -3.54409, -0.24090], [-6.08547, -4.81689, -0.77245], [-5.69170, -5.85710, 0.06302], [-6.23925, -7.14999, -0.26318], [-5.93095, -3.35031, 1.13637], [-3.65928, -4.60247, 0.28301], [-3.49302, -2.93779, 0.46511], [-3.53003, -3.67817, -1.22170], [-5.70839, -2.67558, -0.84024], [-5.59229, -5.08908, -1.70562], [-7.16550, -4.71072, -0.87428], [-5.63543, -7.62497, -1.03641], [-7.30140, -7.10413, -0.50368], [-6.17044, -7.78129, 0.62273], [-6.94009, -3.34953, 1.09465], [-5.71174, -4.24072, 1.55970], [-4.31136, 2.89785, 3.76365], [-5.08321, 1.84788, 4.58917], [-5.52560, 0.54816, 3.73151], [-6.11427, -0.42794, 4.58524], [-6.46061, -1.55718, 3.85754], [-4.18445, 1.58646, 5.78460], [-3.53518, 2.39718, 3.18489], [-3.94828, 3.72436, 4.37451], [-4.93802, 3.20655, 2.92694], [-5.91341, 2.43189, 4.98641], [-4.61055, 0.12324, 3.31890], [-6.12175, 0.79163, 2.85206], [-6.86029, -2.14721, 4.68230], [-5.59432, -2.08191, 3.45467], [-7.23220, -1.40493, 3.10285], [-3.40882, 1.01878, 5.47437], [-4.73375, 1.05900, 6.44804], [3.06903, 6.21852, 3.60203], [3.26424, 5.20993, 2.37072], [3.43765, 3.73217, 2.70266], [4.65000, 3.45833, 3.44904], [5.80568, 3.57022, 2.58813], [2.12025, 5.39908, 1.62234], [3.90641, 6.01843, 4.27050], [2.16034, 5.95064, 4.14112], [3.10828, 7.20203, 3.13376], [4.13155, 5.49902, 1.77717], [3.30540, 3.05758, 1.85676], [2.58657, 3.56480, 3.36277], [5.84990, 2.89331, 1.73494], [6.70107, 3.37673, 3.17884], [5.77209, 4.53922, 2.09011], [1.36219, 5.03494, 2.18167], [2.00524, 6.39643, 1.51207], [1.73633, -5.18674, -6.09489], [2.98077, -4.68886, -5.38523], [3.13076, -3.19876, -5.78368], [3.64879, -3.16445, -7.09799], [5.00597, -3.32931, -7.24342], [2.78560, -4.95573, -4.00996], [1.83542, -5.19002, -7.18037], [0.89115, -4.61309, -5.71448], [1.47435, -6.18603, -5.74721], [3.79322, -5.33139, -5.72461], [3.53895, -2.61110, -4.96141], [2.13599, -2.75485, -5.82202], [5.34718, -4.36286, -7.18465], [5.47064, -2.70546, -6.47988], [5.48114, -2.92415, -8.13682], [1.98327, -4.49338, -3.60673], [3.58189, -4.51890, -3.56813], [4.53793, 5.10587, -2.15053], [4.51591, 6.41919, -1.35497], [5.99459, 6.51732, -0.61788], [6.05327, 7.77607, -0.06794], [5.36378, 7.88292, 1.19351], [4.53060, 7.45116, -2.39093], [4.15002, 4.29553, -1.53329], [5.49484, 4.77574, -2.55481], [3.92667, 5.06016, -3.05185], [3.69837, 6.45468, -0.63493], [6.77427, 6.48728, -1.37900], [6.13528, 5.69745, 0.08648], [4.43328, 7.33002, 1.32220], [5.28441, 8.88356, 1.61837], [5.95642, 7.37942, 1.95730], [5.17758, 8.16619, -2.09049], [5.18503, 7.01733, -3.02623], [-2.58818, -0.52993, -6.96250], [-1.32979, 0.45847, -6.81891], [-0.16535, -0.01948, -7.69133], [1.03271, 0.64158, -7.41167], [1.85595, 0.00494, -6.46113], [-1.78100, 1.80474, -7.10413], [-3.46670, 0.04678, -6.67316], [-2.52010, -1.39607, -6.30428], [-2.86444, -0.69115, -8.00451], [-1.03416, 0.40751, -5.77100], [-0.42737, 0.08284, -8.74441], [0.00972, -1.07936, -7.50665], [1.37594, -0.36730, -5.55608], [2.62342, 0.71692, -6.15753], [2.46756, -0.83479, -6.79111], [-2.10308, 1.68367, -8.05371], [-0.95849, 2.38936, -7.14653], [-3.15094, 1.99626, -3.50838], [-4.48817, 1.13551, -3.33850], [-5.56811, 1.83543, -4.03298], [-5.99274, 3.11518, -3.52584], [-6.61021, 3.91563, -4.50278], [-4.17649, -0.21015, -3.91152], [-2.27582, 1.60442, -2.98997], [-3.36505, 3.03306, -3.24895], [-2.90459, 1.90775, -4.56648], [-4.70844, 0.97967, -2.28242], [-6.40044, 1.13172, -4.04327], [-5.29588, 1.89626, -5.08668], [-7.15453, 3.35962, -5.26610], [-5.79748, 4.34770, -5.08663], [-7.28986, 4.62551, -4.03133], [-4.02504, -0.25167, -4.90924], [-3.24652, -0.38890, -3.56037], [0.81313, -6.29394, 5.07596], [1.93763, -5.54701, 4.28592], [1.39079, -4.57834, 3.21832], [0.35966, -5.14062, 2.26419], [0.10316, -4.42962, 0.98989], [2.89949, -4.95246, 5.21863], [1.26655, -6.96080, 5.80931], [0.04990, -6.84719, 4.52870], [0.17436, -5.69590, 5.72590], [2.36344, -6.40691, 3.76887], [2.26497, -4.48660, 2.57372], [0.95891, -3.69095, 3.68104], [0.79269, -4.71907, 0.19688], [0.25090, -3.35012, 1.02075], [-0.82626, -4.64166, 0.46137], [3.05306, -5.71049, 5.86819], [3.74607, -4.62401, 4.77646], [-2.24846, -2.46439, 3.59465], [-1.40094, -1.70923, 4.55826], [-0.95747, -2.43395, 5.84497], [-2.07773, -3.03955, 6.52873], [-1.86893, -3.30507, 7.86994], [-0.30374, -1.08029, 3.85346], [-1.77214, -3.38196, 3.24926], [-2.72137, -1.75425, 2.91629], [-3.05707, -2.85459, 4.21270], [-1.91449, -0.79199, 4.84642], [-0.54423, -1.66697, 6.50001], [-0.08891, -3.08763, 5.76492], [-2.56530, -4.01351, 8.31858], [-2.03330, -2.41446, 8.47649], [-0.93977, -3.82776, 8.09701], [0.16640, -1.80968, 3.33669], [-0.60879, -0.47985, 3.10079]], "forces_ev_per_a": [[3.027, -0.161, 2.745], [-0.311, -0.125, 0.116], [-1.595, 1.439, -1.361], [0.021, -0.053, -0.130], [-1.189, -1.422, 1.922], [0.804, -1.634, -0.254], [-1.778, 0.781, -1.390], [0.873, 1.207, -1.760], [2.228, -1.029, 1.946], [-0.591, -0.222, -0.347], [-1.373, 4.134, 1.859], [-0.007, -3.113, -3.123], [-0.346, 0.298, 0.842], [0.187, 0.077, -0.420], [-0.019, 0.471, -0.355], [0.232, -0.526, -0.139], [-0.734, -0.581, 0.150], [4.115, 0.997, 1.284], [-1.591, -2.809, -0.102], [-1.867, 2.487, -1.475], [0.381, -0.767, 0.352], [-0.468, -0.107, -0.129], [0.228, 0.563, 0.197], [-0.623, 0.067, -0.561], [-1.764, -1.057, -2.523], [-0.930, 3.086, 0.278], [-1.597, -1.822, 0.152], [4.263, 0.247, 1.437], [0.246, 0.369, 0.432], [-0.844, -0.432, -0.400], [-0.065, -0.238, 0.221], [0.253, 0.366, -0.079], [0.231, -1.890, 0.959], [1.822, -0.920, -0.387], [-1.884, 0.141, 2.308], [-0.617, 2.385, -3.022], [-0.136, 0.100, -0.241], [0.068, -0.295, 0.812], [0.311, 0.121, -0.420], [-0.091, 0.305, 0.092], [0.244, -3.560, -1.097], [-0.076, -0.989, 0.885], [-2.216, 4.009, -1.281], [2.871, -0.217, 2.105], [0.127, -0.239, 0.582], [-0.482, 0.226, -0.575], [0.116, 0.173, 0.073], [0.033, 0.312, -0.118], [-1.448, 2.114, 1.234], [3.395, -3.241, -1.101], [-0.880, 0.649, 2.763], [0.140, 0.538, -3.325], [0.076, 0.049, 0.966], [-0.574, -0.050, -0.141], [0.619, -0.245, -0.192], [-0.796, 0.541, -0.370], [0.381, 0.657, 2.500], [0.696, 0.970, 0.996], [-1.164, -0.682, -2.039], [-1.696, 0.217, 0.190], [0.709, -1.437, 0.841], [0.115, 0.852, -0.526], [-0.749, -0.338, -0.822], [-0.202, 0.273, -1.028], [-0.155, 0.075, -0.002], [0.362, -0.270, 0.123], [1.263, 0.221, -0.309], [0.176, -0.419, 0.303], [-0.139, 0.634, 0.023], [0.169, 0.079, -0.070], [0.073, 0.039, -0.140], [-0.168, -0.468, -0.011], [0.310, -0.551, 0.309], [0.263, -0.459, 0.590], [-0.593, 0.021, 0.672], [1.361, 0.053, -1.168], [-0.879, -1.661, 1.240], [0.506, 0.706, 0.673], [0.347, 0.151, -0.397], [-0.039, -0.297, -0.217], [-0.021, 0.451, -0.558], [0.267, 0.261, 0.136], [-0.207, -0.055, -0.134], [-0.533, 0.424, -0.965], [-0.194, -0.116, -0.019], [-0.219, 0.041, -0.354], [-0.003, 0.167, -0.379], [0.197, 0.171, 0.108], [-0.346, 0.204, 0.097], [0.072, -0.136, 0.630], [-0.710, -1.384, -1.244], [1.136, 0.083, 0.277], [1.263, 1.379, 1.725], [0.302, 2.078, -0.764], [-0.230, -1.155, 1.422], [-1.590, 0.022, -1.239], [0.760, 0.081, 0.464], [-0.061, -0.315, -0.234], [-0.344, 0.665, 0.173], [-0.535, -0.640, 0.073], [0.431, -0.091, -0.060], [-0.579, 0.213, 0.159], [-0.341, -0.771, -0.482], [0.025, 0.133, -0.337], [0.049, 0.221, -0.214], [0.237, -0.166, 0.140], [0.197, -0.366, 0.170], [2.038, -2.343, -0.723], [1.825, 0.743, 1.788], [0.073, 0.505, 1.557], [-0.198, -0.051, -1.411], [-0.656, 0.103, 0.101], [-1.902, -0.364, -2.373], [0.105, 0.640, 0.323], [-0.151, 0.362, -0.252], [-0.243, 0.156, 0.598], [0.037, 0.284, 0.088], [0.300, 0.173, -0.352], [0.250, -0.639, 0.316], [-0.546, -0.701, 0.145], [-0.165, 0.409, 0.088], [0.622, 0.344, 0.424], [-0.615, 0.283, -0.188], [-0.608, 0.056, -0.186], [-0.391, -0.705, 0.135], [-1.478, -0.007, -1.098], [-0.539, -1.488, 0.158], [-1.091, 1.074, -0.796], [1.679, 0.506, 0.963], [0.993, 0.273, 0.983], [-0.280, 0.267, 0.046], [-0.191, 0.460, -0.475], [0.389, -0.327, -0.183], [0.491, 0.467, -0.120], [1.435, 0.205, -0.326], [-0.261, -0.242, -0.380], [-0.069, -0.195, 0.316], [0.550, -0.373, 0.469], [-0.976, 0.089, -0.635], [-0.289, -0.086, -0.204], [0.106, -0.268, 0.862], [-1.003, -1.152, 0.545], [3.275, -1.346, -0.893], [-2.863, -0.597, -1.029], [-0.343, 1.758, 2.022], [1.077, -0.827, 0.800], [0.404, 0.343, 0.061], [0.181, -0.251, 0.079], [0.513, 0.356, 0.481], [-0.462, 0.652, 0.154], [0.019, 0.238, -0.171], [-0.131, -0.229, -0.158], [0.113, -0.043, 0.319], [-0.365, 0.441, -0.982], [-0.112, 0.286, -0.976], [0.557, -0.252, 0.103], [-0.472, 0.977, 0.682], [-0.324, -0.173, -1.085], [0.614, 1.961, 0.111], [-1.127, -1.810, 0.420], [-0.322, -0.857, 0.684], [0.322, 0.481, -0.105], [1.245, 0.188, 0.612], [-0.008, -0.401, -0.248], [0.067, 0.156, 0.481], [0.111, -0.221, -0.561], [0.612, -0.793, -0.176], [0.212, 0.022, 0.125], [0.088, 0.247, -0.183], [-0.262, -0.368, -0.092], [-0.611, 0.323, 0.077], [-0.310, 0.330, 0.189], [-0.427, -0.267, -0.967], [-0.297, 0.810, -0.464], [0.164, 0.330, -0.084], [-1.326, -0.490, -0.038], [3.865, 0.426, 0.342], [-1.991, 0.011, -1.197], [0.410, -1.435, 0.487], [0.635, -0.311, -0.641], [-0.634, -0.033, 0.733], [-0.267, 0.072, 0.464], [0.366, 0.050, 0.066], [-0.062, 0.357, -0.221], [-0.105, 0.045, 0.037], [-0.647, 0.083, 0.102], [0.274, 0.463, -0.300], [-0.462, -0.459, 0.256], [-0.098, 0.862, 0.002], [0.360, 0.085, -0.013], [-0.416, 0.662, -0.171], [0.086, -0.385, 0.286], [-0.222, 0.656, 0.982], [-2.290, -1.716, -0.215], [-0.290, -0.983, -1.920], [-0.244, 0.331, 0.395], [1.835, -0.114, 0.265], [-1.427, 0.061, -0.250], [0.254, -0.413, -0.184], [0.627, -0.097, -0.701], [0.196, 0.871, -0.037], [0.440, 0.147, -0.610], [-0.147, 1.119, 0.158], [0.466, 0.221, -0.150], [0.706, -0.473, 0.362], [-0.306, 0.161, 0.681], [-0.678, -0.285, 1.207], [0.704, 0.302, 0.244], [0.164, -0.110, -0.040], [-1.456, -0.910, 1.635], [0.025, 1.239, -0.080], [-0.121, 0.855, 0.816], [0.168, -0.199, -1.539], [-0.009, -0.310, 1.158], [1.770, -0.564, 0.165], [0.264, 0.355, -0.829], [0.391, -0.457, -0.629], [-0.528, -0.150, -0.106], [-0.898, -0.339, 0.692], [-0.099, 0.455, 0.152], [-0.244, -0.740, -0.582], [-0.739, -0.138, -0.808], [0.614, 0.343, 0.112], [0.655, 0.526, -0.180], [0.588, -0.094, -0.082], [-0.522, 0.254, 0.082]], "homo_ev": -6.70, "total_energy_ha": -5203.0250, "spin_multiplicity": 1, "homo_lumo_gap_ha": 0.3041, "total_charge": -1, "lumo_ev": 1.5709}